No. 1
DFT (ωB97M-V/def2-TZVPD) results for a molecular structure, C49H60F5MnN8O4P2S2 in a non-equilibrium geometry.

Structure (XYZ):
```
131
Properties=species:S:1:pos:R:3:forces:R:3
Mn -1.411129 -0.235997 -0.077159 -1.00 0.30 1.31
C 4.612913 0.276585 -1.549928 0.06 -0.55 -0.37
P 2.816723 -0.013054 -1.114903 0.36 0.18 0.09
C 2.599668 1.538224 -0.140268 -0.13 -0.23 0.05
C 2.360249 1.599502 1.228221 0.05 0.10 -0.05
C 2.200037 2.825153 1.862952 -0.11 -0.03 0.04
C 2.275412 4.001975 1.136850 -0.05 0.12 0.00
C 2.511249 3.951877 -0.231787 -0.06 0.04 -0.04
C 2.656261 2.729633 -0.867765 -0.05 -0.04 0.05
C 2.993344 -1.326916 0.159482 -0.06 0.15 -0.12
C 2.267409 -2.499943 -0.022348 0.12 -0.05 -0.03
C 2.381743 -3.554816 0.870718 0.01 -0.10 0.02
C 3.226822 -3.445679 1.964713 -0.09 0.02 0.04
C 3.946588 -2.272711 2.166025 0.03 0.07 0.09
C 3.834675 -1.221414 1.266760 -0.03 -0.06 0.03
P 5.021313 -0.368033 -3.251588 -0.46 0.39 -0.46
C 6.821272 -0.607361 -3.143583 0.01 -0.08 0.10
C 7.411314 -1.658012 -3.849171 0.04 0.11 0.12
C 8.776820 -1.873906 -3.764338 0.02 0.04 -0.09
C 9.569335 -1.026898 -3.001603 0.02 0.00 0.05
C 8.994738 0.044391 -2.334477 0.09 0.07 -0.04
C 7.628126 0.265826 -2.415427 -0.08 -0.16 -0.02
C 4.426453 -2.101866 -3.160848 0.16 0.16 0.31
C 3.409859 -2.503790 -4.021288 0.03 -0.03 0.07
C 2.952610 -3.816296 -3.997253 -0.05 0.00 0.00
C 3.496383 -4.724065 -3.099623 -0.11 -0.02 -0.05
C 4.502389 -4.323588 -2.230523 0.10 -0.01 0.13
C 4.973516 -3.021103 -2.264668 -0.19 -0.13 -0.05
H 5.278582 -0.190446 -0.821240 -0.09 0.11 0.18
H 4.788714 1.350360 -1.563207 0.02 0.00 0.05
H 2.334036 0.687734 1.805521 -0.06 -0.01 0.04
H 2.021871 2.859218 2.932405 0.04 0.01 0.00
H 2.154241 4.959946 1.626792 0.03 -0.02 0.02
H 2.584093 4.871025 -0.800176 -0.02 -0.02 -0.01
H 2.823886 2.693554 -1.940154 0.02 0.05 0.00
H 1.623048 -2.597861 -0.889945 0.04 -0.01 -0.04
H 1.826872 -4.471832 0.713936 0.00 0.01 -0.05
H 3.334993 -4.273418 2.653975 0.00 0.00 0.00
H 4.613756 -2.186555 3.015680 0.02 -0.01 -0.02
H 4.402947 -0.313643 1.431928 0.07 -0.04 -0.04
H 6.793773 -2.308975 -4.455673 0.04 -0.07 0.03
H 9.226543 -2.701397 -4.297316 0.00 0.01 -0.02
H 10.635530 -1.196032 -2.932296 0.00 -0.01 0.00
H 9.615511 0.712072 -1.751181 0.00 0.02 -0.02
H 7.190765 1.118247 -1.909316 0.03 -0.03 0.07
H 2.994509 -1.789353 -4.721941 0.02 0.00 -0.03
H 2.192651 -4.132355 -4.701779 0.00 -0.03 0.00
H 3.150336 -5.750654 -3.087996 0.02 0.00 -0.02
H 4.929818 -5.033675 -1.533433 0.00 0.00 -0.02
H 5.778315 -2.722136 -1.603084 0.00 0.01 -0.01
C -5.231510 6.769072 -0.295813 0.11 -0.11 -0.08
C -5.972423 5.759508 0.569101 0.10 -0.34 -0.11
S -5.428176 4.101188 0.143068 -0.10 -0.36 0.16
O -5.453130 3.934931 -1.286710 -0.32 0.01 -0.15
O -4.180923 3.784777 0.809127 -0.05 0.08 0.23
C -6.682006 2.985175 0.873742 0.51 0.19 -0.24
C -6.829689 1.677954 0.081046 -0.01 0.26 0.08
N -5.558257 1.100000 -0.383988 -0.09 0.06 -0.27
C -4.570118 0.638024 0.401586 0.18 -0.11 0.17
N -3.542086 0.218721 -0.327594 0.56 -0.21 -0.31
C -3.865563 0.446811 -1.638016 -0.33 0.04 -0.24
C -5.107389 0.986570 -1.690531 0.36 -0.09 0.28
N -5.799118 1.348123 -2.904173 -0.22 0.01 -0.17
O -5.102801 1.400843 -3.892991 -0.04 0.00 0.11
O -7.000979 1.525310 -2.865186 0.18 -0.01 0.13
C -4.590156 0.633875 1.885171 0.05 0.21 -0.11
H -5.650888 7.761499 -0.147044 0.00 -0.01 0.06
H -5.334587 6.501683 -1.346416 0.00 0.09 0.00
H -4.171788 6.794583 -0.044134 -0.01 0.03 0.00
H -7.046123 5.769639 0.378939 -0.01 0.05 0.01
H -5.774935 5.881767 1.633604 -0.07 -0.01 0.03
H -7.631808 3.516970 0.884331 -0.07 -0.11 0.00
H -6.349914 2.813925 1.895960 -0.07 0.08 0.04
H -7.432633 1.847001 -0.800417 -0.01 -0.03 -0.08
H -7.330655 0.932463 0.699165 -0.02 0.04 0.00
H -3.225525 0.198486 -2.468014 0.01 0.03 0.00
H -5.578334 0.401034 2.279539 0.04 -0.06 0.04
H -4.293264 1.626141 2.235425 -0.01 -0.01 0.07
H -3.867770 -0.097900 2.244510 -0.07 -0.05 0.06
C 1.113409 -0.998586 6.339725 0.05 0.10 -0.11
C 1.559314 -0.052707 5.229812 -0.10 -0.08 0.32
N 1.079035 -0.488213 3.916744 -0.03 -0.18 -0.03
C 0.012531 -0.134861 3.220907 -0.08 0.36 -0.19
S -0.126792 -1.006483 1.713990 -0.11 -0.31 -0.27
N -0.906724 0.744146 3.574746 0.11 -0.09 0.14
C -1.055567 1.525108 4.806214 -0.14 0.18 0.17
C -2.492135 2.005841 4.936969 0.07 -0.04 -0.07
H 1.439777 -0.611599 7.304009 0.00 -0.04 0.02
H 1.548336 -1.988395 6.202416 -0.01 -0.01 0.02
H 0.027789 -1.104006 6.351926 -0.01 0.01 0.05
H 2.646984 -0.028941 5.171645 -0.01 0.04 -0.06
H 1.220792 0.961795 5.418609 0.15 -0.04 -0.08
H 1.585423 -1.266576 3.506266 0.12 0.14 -0.05
H -1.562805 0.976845 2.847962 -0.01 0.04 -0.05
H -0.388615 2.389930 4.783627 0.07 -0.07 0.01
H -0.805580 0.900386 5.661924 0.00 0.02 -0.07
H -2.744216 2.690859 4.127197 -0.06 -0.01 0.02
H -2.609306 2.539745 5.877841 -0.01 0.01 0.00
H -3.185386 1.163539 4.935498 -0.02 0.00 0.01
F -1.632568 2.931718 2.023348 -0.07 0.13 0.01
C -1.352893 2.940387 0.707104 0.03 -0.40 0.29
C -1.161734 1.749701 0.039441 0.31 0.46 -0.68
C -0.881141 1.897378 -1.309118 0.08 -0.09 0.20
F -0.687747 0.692220 -1.987462 -0.11 0.12 -0.09
C -0.819128 3.078617 -2.006878 -0.02 -0.05 -0.01
F -0.578963 3.111080 -3.305551 0.06 0.02 -0.07
C -1.025466 4.243234 -1.281586 -0.04 -0.06 0.06
F -0.981080 5.415140 -1.884591 0.04 0.08 -0.02
C -1.275911 4.170741 0.079761 0.06 -0.04 -0.06
F -1.442244 5.284480 0.774311 -0.05 0.06 0.04
C -2.847137 -3.257802 1.042812 0.15 0.06 -0.01
N -2.654517 -3.820719 -0.282409 -0.04 0.34 -0.07
C -3.811735 -4.557949 -0.790895 -0.07 -0.11 -0.01
C -1.782219 -3.226947 -1.135040 -0.20 -0.41 0.00
N -1.310301 -2.003050 -0.918147 0.35 0.14 -0.34
N -1.392318 -3.914317 -2.219008 -0.03 0.14 -0.15
C -1.420301 -5.368514 -2.315335 0.07 -0.16 -0.03
C -0.726122 -3.229539 -3.321018 0.01 0.04 -0.06
H -3.445811 -3.952762 1.627167 -0.02 0.00 -0.01
H -3.361078 -2.288946 1.003785 -0.05 -0.06 0.03
H -1.887245 -3.134565 1.533200 0.03 0.06 0.07
H -4.724141 -4.024811 -0.514903 0.01 0.02 -0.02
H -3.852827 -5.556070 -0.353816 -0.02 0.00 -0.03
H -3.784652 -4.643731 -1.872658 0.01 0.03 0.03
H -0.541652 -1.807929 -1.562754 0.04 -0.27 0.06
H -1.694658 -5.819342 -1.367165 0.03 0.05 0.00
H -0.424375 -5.721043 -2.587396 0.01 0.04 0.02
H -2.116957 -5.694465 -3.089446 -0.02 -0.01 0.04
H 0.336509 -3.058398 -3.124514 0.03 -0.03 0.01
H -1.215491 -2.278411 -3.533144 0.01 -0.02 -0.01
H -0.808696 -3.852962 -4.208147 0.01 0.01 0.00
```
Forces are in eV/Å.

Its highest occupied orbital energy (alpha / beta) is -11.276 / -11.276 eV. As for the energy relative to the best compared isomer or geometry (same formula, charge and spin): 1.600 eV. The value obtained for the LUMO energy (alpha / beta) is -7.10 / -5.54 eV. The value obtained for the largest force on an atom is 1.673 eV Å⁻¹. As for the net charge: +2. The total energy is -157037.9057 eV. Its multiplicity is 5.

Mulliken atomic charge list, values in e, 6 entries: -1.28 -1.24 -0.16 0.66 0.12 -0.77


No. 2
DFT (ωB97M-V/def2-TZVPD) results for a molecular structure, H10O5Rb in a non-equilibrium geometry.

Structure (XYZ):
```
16
Properties=species:S:1:pos:R:3:forces:R:3
Rb 3.506000 10.202000 1.200000 -0.32 0.30 -0.20
O 2.971000 11.297000 -1.541000 -2.11 -0.54 1.39
H 3.829000 11.472000 -1.815000 2.45 0.80 -0.91
H 2.515000 10.949000 -2.299000 -0.41 -0.10 -0.53
O 4.164000 7.364000 0.899000 -0.31 1.34 -0.47
H 4.812000 7.277000 1.577000 0.83 -0.16 0.83
H 3.981000 6.484000 0.634000 -0.41 -1.39 -0.50
O 3.183000 8.723000 3.522000 -0.80 0.45 -0.24
H 2.391000 8.179000 3.676000 0.82 -0.02 0.17
H 3.977000 8.292000 3.824000 -0.05 -0.60 0.50
O 5.334000 9.536000 -0.821000 -0.20 -2.01 -0.35
H 4.927000 9.679000 -1.685000 0.17 0.16 0.03
H 5.274000 8.534000 -0.764000 0.25 1.65 0.22
O 3.167000 11.928000 3.466000 0.36 0.02 -0.13
H 4.035000 12.338000 3.548000 -0.06 0.26 0.04
H 3.021000 11.550000 4.336000 -0.21 -0.14 0.17
```
Forces are in eV/Å.

Its highest occupied orbital energy is -15.164 eV. As for the energy relative to the best compared isomer or geometry (same formula, charge and spin): 0.328 eV. The value obtained for the LUMO energy is -3.33 eV. The value obtained for the largest force on an atom is 2.729 eV Å⁻¹. As for the net charge: +1. The total energy is -11050.8812 eV.

Mulliken atomic charge list, values in e, 6 entries: 0.88 -0.56 0.28 0.31 -0.56 0.30


No. 3
DFT (ωB97M-V/def2-TZVPD) results for 7 unconnected molecules or ions with the total composition C21H36O21 in a non-equilibrium geometry.

Structure (XYZ):
```
78
Properties=species:S:1:pos:R:3:forces:R:3
C -21.669417 7.979535 0.147050 0.10 -0.22 -1.20
C -21.220830 9.316191 0.639060 -0.59 1.45 0.09
O -20.535907 9.000549 1.854207 0.59 0.59 -0.65
C -20.846883 7.760154 2.228273 -0.20 0.03 1.14
O -20.553277 7.299549 3.292024 -0.05 -0.31 -0.61
O -21.607314 7.152068 1.295469 -0.19 -0.42 0.11
H -20.967423 7.604951 -0.606454 -0.06 -0.15 0.15
H -22.656011 7.998012 -0.315174 -0.10 -0.19 0.37
H -22.011651 10.034365 0.882189 -0.30 -0.48 0.23
H -20.660206 9.876719 -0.111126 0.79 -0.40 0.37
C -16.636687 -0.311742 4.252947 0.69 1.03 0.93
C -15.412295 -0.096621 5.179885 -0.52 -0.29 -0.26
O -15.674628 -0.994959 6.253647 0.75 -0.06 0.35
C -16.814091 -1.676573 6.074226 0.02 -0.31 0.04
O -17.235743 -2.490963 6.835840 -0.03 0.27 -0.29
O -17.391017 -1.312121 4.914340 -0.41 -0.38 -0.20
H -16.299491 -0.637188 3.274478 -0.46 0.00 -0.17
H -17.204259 0.617747 4.271710 -0.21 -0.24 -0.60
H -15.342770 0.895939 5.619005 0.01 0.10 -0.25
H -14.503035 -0.349908 4.636423 0.20 -0.11 0.44
C -22.788876 4.058229 2.688377 -0.58 1.22 -1.27
C -23.853804 5.121731 2.324825 0.47 0.42 1.39
O -25.084218 4.441787 2.450346 -0.18 -0.72 -0.71
C -24.857357 3.107746 2.708020 -1.30 1.25 0.00
O -25.720689 2.296226 2.741793 0.16 -0.16 -0.01
O -23.580550 2.917324 2.970143 1.64 -0.79 0.49
H -22.178264 4.456795 3.492163 -0.12 -0.75 0.38
H -22.163161 3.888507 1.815160 0.17 -0.45 0.16
H -23.682754 5.603973 1.365928 -0.36 -0.27 -0.17
H -23.848268 5.881437 3.109642 0.00 0.25 -0.27
C -18.667041 0.624168 7.411697 1.49 0.26 0.35
O -18.744570 1.356144 6.179718 -0.59 0.14 -0.38
C -19.266910 2.580309 6.166588 0.33 -0.08 0.84
O -19.632081 3.216254 7.123917 0.08 0.08 -0.34
O -19.250499 2.990214 4.903456 0.26 -0.07 0.05
C -19.389806 4.360224 4.574931 -0.02 0.92 -0.01
H -19.070335 -0.371415 7.270044 -0.11 0.25 -0.02
H -19.076682 1.148001 8.269058 -0.41 -0.07 -0.54
H -17.593806 0.576085 7.616253 0.05 -0.33 -0.01
H -18.721046 4.493191 3.725802 -0.48 0.10 -0.30
H -19.069075 5.108104 5.305264 0.18 -0.67 0.52
H -20.432948 4.612690 4.390069 0.18 -0.16 -0.39
C -21.201732 2.067098 9.514745 0.60 1.05 -1.10
O -21.908029 0.927001 9.940457 -0.42 0.17 0.72
C -21.679357 -0.215430 9.316888 -0.20 0.23 -0.09
O -21.021693 -0.349002 8.320348 -0.16 -0.36 -0.12
O -22.327138 -1.162856 9.976309 0.05 -0.27 0.54
C -22.270687 -2.484309 9.443781 0.35 0.23 -1.00
H -21.373263 2.350835 8.472445 -0.31 -0.51 0.01
H -20.121037 1.935173 9.567489 -0.11 -0.10 0.45
H -21.491166 2.944559 10.084093 -0.11 -0.36 0.51
H -22.748000 -2.459875 8.462407 -0.41 -0.34 0.21
H -22.742936 -3.129328 10.172132 -0.19 -0.02 -0.10
H -21.257502 -2.823782 9.220109 0.15 0.22 0.44
C -19.194857 1.019039 2.452329 -1.59 -0.97 0.33
O -18.114140 1.500329 1.679576 0.73 -0.16 0.12
C -18.180984 2.665695 1.051606 -0.26 0.25 -0.39
O -17.253775 3.174161 0.488093 0.15 -0.08 0.19
O -19.422275 3.176978 1.079069 0.04 -0.23 -0.42
C -19.618222 4.493891 0.564893 -0.20 0.69 0.87
H -20.124805 0.975301 1.882560 0.05 0.45 -0.10
H -19.361136 1.540933 3.394048 0.24 0.29 -0.39
H -19.050414 -0.029264 2.716724 0.74 0.08 -0.19
H -20.646167 4.522133 0.211913 -0.01 0.08 0.13
H -18.973243 4.901228 -0.211722 0.40 -0.91 -0.12
H -19.472378 5.134977 1.439584 -0.38 0.32 -0.22
C -18.681941 5.330914 9.529139 0.44 0.00 0.41
O -18.700309 5.942181 10.828051 0.56 0.47 -0.38
C -19.708893 5.652157 11.620884 0.72 -0.62 0.74
O -20.605290 4.902878 11.362995 -0.88 -0.07 -0.05
O -19.445753 6.214353 12.807192 0.12 0.47 -0.44
C -20.382676 6.026478 13.853855 0.14 0.13 0.36
H -19.478161 5.750922 8.923492 -0.01 -0.25 -0.19
H -18.716851 4.246306 9.610339 -0.46 0.03 -0.02
H -17.690995 5.571999 9.152324 -0.16 0.23 -0.24
H -19.891511 6.419360 14.744957 0.05 -0.17 -0.06
H -20.574173 4.959651 13.975627 -0.40 0.20 0.01
H -21.267529 6.647139 13.697311 -0.16 -0.45 -0.16
```
Forces are in eV/Å.

Its highest occupied orbital energy is -10.605 eV. As for the energy relative to the best compared isomer or geometry (same formula, charge and spin): 0.896 eV. The value obtained for the LUMO energy is 0.02 eV. The value obtained for the largest force on an atom is 1.895 eV Å⁻¹. As for the structure (SMILES): COC(=O)OC.COC(=O)OC.COC(=O)OC.COC(=O)OC.O=C1OCCO1.O=C1OCCO1.O=C1OCCO1. As for the net charge: 0. The total energy is -65357.2880 eV.

Mulliken atomic charge list, values in e, 6 entries: -0.34 -0.38 -0.35 0.61 -0.51 -0.10